{
  "formula": "C32H39CdN4O4P2",
  "method": "wB97M-V/def2-TZVPD",
  "species": ["Cd", "N", "C", "C", "C", "N", "H", "H", "H", "H", "H", "H", "H", "H", "H", "H", "C", "C", "N", "O", "C", "C", "N", "O", "H", "H", "H", "H", "H", "H", "H", "O", "P", "C", "P", "O", "C", "C", "C", "C", "C", "C", "C", "C", "C", "C", "C", "C", "C", "C", "C", "C", "C", "C", "C", "C", "C", "C", "C", "C", "H", "H", "H", "H", "H", "H", "H", "H", "H", "H", "H", "H", "H", "H", "H", "H", "H", "H", "H", "H", "H", "H"],
  "coordinates": [[-0.07608, 0.55975, 0.83546], [0.04353, 2.37700, 2.27537], [-1.05588, 2.62150, 3.21976], [-2.42155, 2.70599, 2.53605], [-3.02458, 1.36403, 2.12119], [-2.40745, 0.80737, 0.89906], [0.86179, 2.01097, 2.78450], [0.31172, 3.21969, 1.78087], [-0.88208, 3.53368, 3.79677], [-1.05708, 1.79516, 3.93391], [-2.36501, 3.37173, 1.66547], [-3.11813, 3.17766, 3.23228], [-4.10378, 1.47387, 1.98617], [-2.87428, 0.63628, 2.92149], [-2.65171, 1.37027, 0.08964], [-2.75608, -0.12970, 0.72169], [0.37256, -3.92719, 1.62390], [0.43038, -2.43195, 1.56307], [-0.14701, -1.76031, 0.63965], [-0.82100, -2.49239, -0.32769], [1.16782, -1.68415, 2.59302], [2.01349, -2.35664, 3.62596], [1.08957, -0.38800, 2.51675], [1.71448, 0.38622, 3.33044], [-0.48098, -4.30655, 1.07093], [0.32329, -4.26087, 2.65837], [1.27664, -4.35058, 1.18106], [-0.95648, -1.81800, -1.01357], [2.41604, -3.30468, 3.27032], [1.46556, -2.54860, 4.55223], [2.83180, -1.68325, 3.88244], [1.45752, 1.90677, -0.26484], [2.22064, 1.29447, -1.41273], [1.23932, 1.42420, -2.93671], [-0.52804, 1.15594, -2.62089], [-0.75114, 0.07394, -1.59794], [-1.26981, 2.71593, -2.11510], [-2.66785, 2.74690, -2.07915], [-3.32982, 3.86439, -1.59890], [-2.60104, 4.96478, -1.16207], [-1.21525, 4.94529, -1.20758], [-0.54807, 3.82256, -1.67889], [-1.24156, 0.72845, -4.20680], [-1.43023, 1.69483, -5.19399], [-1.92676, 1.32411, -6.43279], [-2.23620, -0.00673, -6.68553], [-2.05296, -0.96926, -5.70306], [-1.55326, -0.60442, -4.46164], [2.61911, -0.42127, -1.11903], [2.21914, -1.47976, -1.93001], [2.55639, -2.77830, -1.58607], [3.28930, -3.01922, -0.43077], [3.67197, -1.96996, 0.39308], [3.33682, -0.66982, 0.05316], [3.74274, 2.17941, -1.72257], [3.89952, 3.44809, -1.16990], [5.05308, 4.17068, -1.43409], [6.04106, 3.62739, -2.24320], [5.88866, 2.35797, -2.78738], [4.74013, 1.62957, -2.52619], [1.56879, 0.69417, -3.67926], [1.40796, 2.41112, -3.37403], [-3.23696, 1.89415, -2.43415], [-4.41123, 3.88538, -1.57590], [-3.11729, 5.84172, -0.79434], [-0.64969, 5.80573, -0.87525], [0.53301, 3.81149, -1.68276], [-1.20517, 2.73578, -4.99100], [-2.07992, 2.07138, -7.19960], [-2.62767, -0.29274, -7.65269], [-2.30384, -2.00246, -5.90185], [-1.41746, -1.34725, -3.68552], [1.63168, -1.30837, -2.82344], [2.24445, -3.60152, -2.21431], [3.56081, -4.03419, -0.16940], [4.22491, -2.16270, 1.30278], [3.61296, 0.14817, 0.71006], [3.13158, 3.84678, -0.51903], [5.18883, 5.15320, -1.00246], [6.94131, 4.19226, -2.44553], [6.67018, 1.93707, -3.40530], [4.62284, 0.63015, -2.92988]],
  "forces_ev_per_a": [[-0.18, 0.09, -0.02], [-0.03, 0.13, 0.10], [-0.07, 0.02, -0.12], [0.05, -0.08, 0.01], [0.03, 0.06, 0.06], [0.09, -0.02, 0.00], [0.03, -0.05, -0.03], [-0.02, 0.02, 0.03], [-0.01, 0.01, 0.00], [0.01, 0.00, 0.01], [0.01, -0.01, 0.00], [-0.02, -0.02, 0.00], [0.00, 0.01, -0.01], [0.00, 0.01, 0.00], [-0.04, 0.00, 0.01], [-0.06, 0.03, -0.05], [0.02, 0.02, 0.01], [-0.13, -0.18, 0.06], [0.16, 0.16, -0.14], [-0.07, -0.05, -0.11], [0.09, 0.12, 0.09], [0.03, 0.05, 0.02], [0.07, -0.08, 0.05], [0.04, -0.11, 0.09], [-0.01, 0.00, 0.01], [-0.01, -0.01, 0.00], [0.01, 0.00, 0.01], [-0.01, 0.01, 0.02], [0.01, 0.00, -0.01], [-0.02, 0.00, -0.01], [0.01, -0.02, 0.00], [-0.06, -0.04, -0.06], [0.10, 0.05, 0.04], [0.06, -0.02, -0.06], [-0.18, -0.02, -0.03], [0.10, 0.01, 0.05], [-0.02, -0.02, 0.00], [0.02, -0.01, -0.01], [0.00, 0.02, 0.00], [0.00, -0.01, -0.01], [0.00, 0.00, 0.01], [0.02, -0.02, -0.01], [0.01, -0.01, 0.01], [-0.01, 0.00, -0.01], [0.00, 0.00, 0.00], [0.00, -0.01, 0.01], [-0.01, 0.01, -0.01], [-0.02, 0.00, 0.00], [-0.02, -0.03, 0.02], [-0.01, -0.01, -0.06], [0.03, -0.01, 0.05], [-0.02, -0.02, -0.05], [0.00, 0.04, -0.01], [0.02, -0.03, 0.01], [-0.02, 0.00, 0.03], [0.02, -0.03, -0.01], [0.03, 0.01, 0.00], [-0.01, 0.00, -0.01], [0.00, 0.01, 0.00], [-0.03, 0.00, 0.01], [-0.01, 0.00, 0.01], [-0.03, 0.01, 0.03], [-0.01, 0.00, -0.01], [0.00, -0.01, 0.00], [0.00, 0.00, 0.00], [0.00, 0.00, 0.00], [0.00, 0.01, 0.00], [0.00, 0.00, -0.01], [0.00, 0.00, 0.00], [0.00, 0.00, 0.00], [0.00, 0.00, 0.00], [0.01, 0.00, 0.00], [0.02, 0.01, 0.00], [0.00, 0.00, 0.00], [0.00, 0.00, 0.00], [0.00, 0.01, 0.00], [0.01, -0.01, 0.00], [0.00, 0.01, -0.01], [-0.01, 0.00, 0.01], [0.00, 0.00, 0.01], [-0.01, -0.01, 0.00], [0.03, 0.00, -0.01]],
  "multiplicity": 1,
  "e_homo_ev": -9.6,
  "charge": 1,
  "gap_ha": 0.274
}